Computed, not measured: a cluster of 2 separate species, C33H28F4N in total, with ωB97M-V/def2-TZVPD.

Structure (ORCA input):
```
! wB97M-V def2-TZVPD RIJCOSX def2/J DEFGRID3
* xyz 1 1
C 0.002 -2.461 0.784
C -1.520 -1.674 3.137
C -0.671 -2.154 -1.510
C 0.476 -0.921 4.289
C -5.835 1.988 -1.361
H 1.287 -1.470 4.775
H -2.772 -0.481 4.486
C 1.518 2.171 -2.083
C 3.815 -0.799 0.386
N -0.034 -1.706 3.138
C -5.900 3.370 -1.311
C -0.648 -3.695 0.786
C -4.745 4.133 -1.320
H 4.789 4.194 -2.392
H -1.919 -2.659 2.875
F 3.130 5.091 -0.590
C 4.600 -0.949 -0.734
C 2.540 1.763 -2.956
C -0.927 2.089 -1.625
C 3.699 2.498 -3.079
H 3.880 0.097 0.980
C -3.519 3.508 -1.386
C 2.838 -2.955 -0.023
C 3.888 3.620 -2.290
H -1.851 -0.976 2.362
F -6.972 1.253 -1.307
H 3.583 -4.014 -1.714
C 0.711 -1.954 1.980
H 5.124 -2.212 -2.374
C -0.019 -1.702 -0.386
C 2.925 4.014 -1.381
H 5.290 -0.170 -1.017
F -4.815 5.485 -1.269
C -2.152 1.455 -1.606
H -1.816 -5.089 -0.322
H 2.404 0.907 -3.592
C -1.321 -3.371 -1.486
H -0.669 -1.567 -2.414
C -1.310 -4.138 -0.338
H 2.467 -1.084 2.749
C -3.413 2.111 -1.451
H -6.857 3.858 -1.282
H -2.381 -2.073 5.101
C 2.034 -1.596 1.908
F 4.627 2.158 -4.003
H 0.898 0.015 3.914
C 1.753 3.301 -1.287
H 2.168 -3.742 0.273
C 3.632 -3.104 -1.136
H -0.817 0.405 5.455
C -4.606 1.370 -1.436
H -4.577 0.297 -1.473
H 1.023 3.616 -0.567
H -0.893 3.131 -1.362
H -2.167 0.395 -1.789
C 0.251 1.499 -2.046
H 0.491 -0.754 -0.394
H -2.641 4.124 -1.398
C -0.709 -0.666 5.240
H -0.549 -1.151 6.211
C 4.506 -2.097 -1.499
H 0.202 0.501 -2.445
C -1.968 -1.227 4.538
C 2.896 -1.790 0.754
H -1.828 -3.726 -2.367
H -0.626 -4.294 1.681
*
```

Summary:
E_HOMO = -0.3405 hartree
LUMO energy = -6.3 eV
ΔE to the lowest compared entry with this formula, charge and spin = 0.0 kJ/mol

Computed, not measured: a structure of composition C33H29NO6PS2Zr, with ωB97M-V/def2-TZVPD.

Structure (ORCA input):
```
! wB97M-V def2-TZVPD RIJCOSX def2/J DEFGRID3
* xyz 0 2
C -1.610 4.628 -0.174
C -1.074 -2.512 -1.327
C 6.131 -2.935 0.087
O 2.124 2.101 2.085
N -0.989 -2.402 0.057
H -1.623 6.748 0.080
C -0.967 3.423 0.140
H 2.909 -3.487 -2.654
H 1.610 4.645 1.970
H 5.059 0.707 1.331
C -4.819 2.347 1.949
H 0.085 1.874 -5.035
H -6.829 1.685 1.623
O 1.553 -1.063 -1.229
C -2.963 2.739 -2.822
H -0.993 -3.809 -2.982
H 7.651 -4.377 -0.336
H 5.450 -4.567 -1.108
C 0.201 3.474 0.916
H 0.208 1.538 -2.579
H -2.508 4.609 -0.777
C -0.763 2.123 -4.414
H -2.007 2.712 -6.059
C -3.533 2.407 1.442
H -0.538 -5.851 -1.601
C -1.807 2.221 -2.245
C -0.698 1.935 -3.047
C -3.021 2.921 -4.192
C 3.886 -3.144 -0.799
C -1.113 5.822 0.300
C 0.046 5.853 1.087
S 0.999 1.928 1.221
S -1.303 -1.028 -2.169
C -1.934 2.599 -4.988
H -5.042 2.799 2.905
C -3.247 1.814 0.215
C 4.161 0.157 1.059
C -0.655 -4.887 -1.135
C 2.150 -1.453 -0.177
H -2.744 2.907 1.991
P -1.567 1.821 -0.476
C 4.510 -1.192 0.515
H -0.778 -3.327 1.899
H 3.530 0.067 1.943
C -5.819 1.700 1.238
O -1.399 -1.252 0.647
C 3.551 -1.942 -0.175
H -0.377 -5.588 0.888
H 8.263 -2.767 0.084
C 5.179 -3.627 -0.647
H -3.823 2.962 -2.208
H 0.419 6.794 1.458
H 3.599 0.738 0.325
C 7.498 -3.510 0.301
H 3.093 -4.942 -1.663
C 2.879 -3.876 -1.634
H -3.975 0.591 -1.381
H 6.535 -1.131 1.173
H -6.292 0.525 -0.487
O 1.494 -1.407 0.909
O -0.035 0.971 1.706
H 1.870 -3.726 -1.255
H 7.612 -3.816 1.342
C 0.707 4.672 1.381
C -0.571 -4.736 0.256
Zr 0.072 -0.225 -0.054
C -0.919 -3.755 -1.910
C -4.234 1.101 -0.462
C -5.519 1.056 0.047
O 1.335 1.402 -0.148
C 5.791 -1.704 0.636
H -3.926 3.304 -4.642
C -0.767 -3.510 0.833
*
```

Summary:
E_HOMO (alpha / beta) = -0.1752 / -0.2778 hartree
LUMO energy (alpha / beta) = -0.2 / -0.2 eV
ΔE to the lowest compared entry with this formula, charge and spin = 167.3 kJ/mol

Computed, not measured: a structure of composition C33H30F3N2O8PbS3Sb, with ωB97M-V/def2-TZVPD.

Structure (ORCA input):
```
! wB97M-V def2-TZVPD RIJCOSX def2/J DEFGRID3
* xyz 0 1
N -1.127 2.885 0.551
H 5.725 0.606 -2.727
H -2.444 3.437 -2.021
H 1.653 -4.782 2.725
C 2.847 1.359 -0.338
C 0.777 -3.779 4.399
O 4.280 4.021 -1.892
H 0.191 -2.780 -2.807
C -0.391 -1.750 3.965
F -4.796 -4.692 -1.373
C -2.040 1.275 3.386
O 4.941 3.587 1.221
C -2.756 -2.983 1.067
C 0.639 -2.964 2.168
S 3.705 -2.573 -2.842
O 2.003 0.502 -0.156
F 1.193 -4.716 5.271
H 3.120 0.527 -5.521
C 0.844 4.102 0.456
H -2.519 -3.037 2.121
S 3.421 0.933 -3.181
C -3.935 -3.808 -0.833
C -2.507 -1.917 -1.066
C -2.400 0.356 2.412
H 1.882 -2.633 -1.288
H 0.918 1.362 -4.630
C 2.406 2.794 -0.874
H 2.905 -0.964 -4.576
H -2.066 -1.147 -1.689
C -3.741 0.053 2.231
H -2.723 2.581 4.959
S 0.095 -0.563 -3.548
H -4.077 -4.684 1.112
C -2.436 3.162 0.653
H 0.163 3.080 2.223
H -0.999 1.535 3.520
O -2.963 3.856 1.505
H -3.511 1.463 -0.131
C -3.630 -3.904 0.515
C -0.255 3.679 1.409
O 5.080 0.611 0.173
C 1.164 0.309 -4.755
H -3.639 -2.783 -2.685
H -0.171 -2.616 5.924
C -3.305 2.494 -0.429
H 5.217 -0.333 -4.147
C 4.866 -1.298 -2.246
C 4.469 2.962 0.320
H -3.197 2.036 -2.432
Sb -0.873 -0.487 1.136
H -0.789 4.547 1.806
H -5.755 0.403 2.903
H 4.587 -1.035 -1.229
F -5.258 2.094 4.787
Pb -0.366 1.490 -1.190
C -4.710 0.637 3.027
H -4.253 3.041 -0.457
C -4.320 1.538 4.001
C 4.229 1.476 0.178
H 5.837 -1.793 -2.223
O 0.836 5.053 -0.260
C -0.109 -1.885 2.615
H -4.038 -0.658 1.472
H 2.232 -0.984 -1.816
C -3.382 -2.828 -1.637
C -2.991 1.868 4.196
H -0.974 -0.909 4.317
C 4.960 -0.064 -3.123
C 3.792 3.472 -0.955
H 0.835 -0.025 -5.741
C 2.098 -2.008 -2.152
O 1.788 3.124 0.434
C 1.086 -3.926 3.057
O 1.591 2.821 -1.856
H 1.336 -2.527 -4.125
C 2.651 0.093 -4.635
C 0.979 -2.125 -3.177
C -2.193 -1.983 0.284
H 0.861 -3.062 1.113
C 0.051 -2.699 4.871
N -2.618 2.480 -1.725
*
```

Summary:
E_HOMO = -0.3036 hartree
LUMO energy = -2.1 eV
ΔE to the lowest compared entry with this formula, charge and spin = 337.8 kJ/mol

Computed, not measured: a cluster of 2 separate species, C33H30F6N in total, with ωB97M-V/def2-TZVPD.

Structure (ORCA input):
```
! wB97M-V def2-TZVPD RIJCOSX def2/J DEFGRID3
* xyz 1 1
C 4.378 1.238 -2.914
F 6.033 2.101 -4.946
C -4.366 1.113 3.760
H 0.034 -1.687 -1.454
H -1.662 -2.203 1.405
N -1.993 0.560 -0.563
H -1.652 -1.758 -3.409
C -3.278 -0.914 -2.167
C 2.103 1.182 -1.950
H -4.082 -0.186 -0.262
C -2.986 0.869 3.966
C -1.220 0.331 -2.914
C -2.288 -1.441 0.911
C 2.702 -1.333 -0.377
C -5.072 0.378 2.818
C 1.647 1.889 -3.109
F 3.703 -4.028 2.782
C -0.950 -0.374 3.424
C -1.769 -1.069 -2.559
C -0.961 1.222 5.272
H -2.337 1.919 -2.094
C -2.292 -0.062 3.104
C 3.841 1.776 -4.084
H 3.954 0.575 -0.955
C 4.713 2.017 -5.273
H 1.945 -0.816 3.408
C 3.333 -2.125 0.565
C -2.301 1.493 5.032
H -3.053 -1.994 0.334
F 4.376 3.182 -5.917
H 0.762 0.048 4.677
C 2.490 2.089 -4.194
C -1.056 -1.631 -1.303
C 1.562 -0.112 1.411
C 2.150 -0.947 2.345
C -0.287 0.274 4.465
C -2.998 -0.657 2.009
C -3.433 0.140 -1.079
H -0.152 0.279 -3.113
H 0.479 1.372 -0.456
H -3.847 -0.596 -3.047
F 3.359 -2.413 4.239
H 2.110 2.522 -5.123
H -0.454 -1.162 2.865
H -1.711 0.713 -3.814
C 3.058 -1.912 1.922
C 1.248 0.705 -0.872
H -3.695 -1.871 -1.822
H 2.925 -1.500 -1.435
H -0.671 2.005 -1.602
H -4.984 -1.233 1.390
H 0.624 2.264 -3.165
C 3.515 0.973 -1.874
H -0.442 -0.485 0.414
H 0.923 0.708 1.747
C 3.803 -2.679 2.972
H -4.855 1.872 4.381
H -6.147 0.536 2.693
C -1.487 1.293 -1.780
F 4.591 0.999 -6.188
H -1.416 -2.656 -1.101
H -0.427 1.718 6.081
F 5.140 -2.373 2.948
C -4.393 -0.576 2.032
H 5.443 1.050 -2.807
H -2.855 2.192 5.675
C 1.841 -0.259 0.029
H 4.066 -2.884 0.272
H -3.903 1.032 -1.511
C -1.380 -0.694 -0.114
*
```

Summary:
E_HOMO = -0.3762 hartree
LUMO energy = -6.6 eV
ΔE to the lowest compared entry with this formula, charge and spin = 0.0 kJ/mol

Computed, not measured: a structure of composition C33H30FN4O5SbV, with ωB97M-V/def2-TZVPD.

Structure (ORCA input):
```
! wB97M-V def2-TZVPD RIJCOSX def2/J DEFGRID3
* xyz 0 2
C 4.054 2.503 -0.553
H -0.736 3.146 3.712
C 7.682 2.683 -0.703
H -0.231 -2.141 -2.628
H 8.265 -1.303 0.248
C -1.425 1.825 1.393
H 2.067 -4.611 -0.411
H 3.026 1.137 4.163
H 2.031 -3.161 -1.446
C 1.174 2.245 4.088
H -1.844 -3.888 1.761
O -5.555 3.761 0.106
C 4.912 -1.513 -0.098
H -4.323 -1.686 -3.809
C 2.100 1.316 3.634
H 2.306 -2.623 2.486
H 8.380 1.607 1.030
H -4.382 1.986 -1.004
C 1.504 -3.343 2.324
O -4.490 4.556 1.953
C 6.399 3.595 1.306
C -2.248 -2.038 -3.370
H -2.406 3.479 2.413
C 6.349 3.183 -0.162
C 6.980 0.386 -0.029
N -1.480 0.952 0.377
C -1.199 -1.660 -2.556
C -3.468 -1.400 -3.211
C -3.583 -0.395 -2.268
H 6.631 2.744 1.946
C 7.248 -0.958 0.116
C 8.098 1.396 -0.005
C 3.223 0.252 -0.453
H 0.723 -4.363 -1.538
C -4.658 3.838 0.958
H -2.112 -2.823 -4.100
H 1.363 2.816 4.988
O 0.765 1.445 -1.446
H 1.938 -4.331 2.176
Sb 0.341 -2.762 0.616
N 5.327 2.139 -0.357
H -4.523 0.113 -2.113
F 6.515 -3.187 0.234
H 0.864 -3.361 3.205
V 0.261 -0.061 -0.193
C 4.613 -0.155 -0.256
H 2.485 -0.154 2.115
N -1.299 -0.696 -1.638
H 8.437 3.457 -0.564
C -3.499 2.809 0.733
H 5.436 4.000 1.617
C -2.519 0.992 -0.462
H -0.868 -5.172 1.013
H 6.026 4.035 -0.761
C 5.646 0.796 -0.213
C 6.212 -1.885 0.086
C 1.630 2.248 -0.917
H 3.855 3.566 -0.636
C -0.216 1.691 2.226
C -2.419 2.763 1.604
C -3.541 1.917 -0.327
H 8.981 0.970 -0.483
C -2.469 -0.039 -1.519
H -1.907 -4.137 0.011
C 1.805 0.599 2.492
C 0.001 2.430 3.381
C 3.000 1.641 -0.645
O 2.319 -0.624 -0.386
H 7.161 4.361 1.455
O 1.474 3.427 -0.651
C 1.425 -3.861 -0.872
N 0.677 0.773 1.796
C -1.258 -4.163 0.886
H 4.112 -2.240 -0.131
H 7.583 2.508 -1.777
*
```

Summary:
E_HOMO (alpha / beta) = -0.2600 / -0.2358 hartree
LUMO energy (alpha / beta) = -0.8 / -0.8 eV
ΔE to the lowest compared entry with this formula, charge and spin = 0.0 kJ/mol

Computed, not measured: a structure of composition C33H30IN6O6SW, with ωB97M-V/def2-TZVPD.

Structure (ORCA input):
```
! wB97M-V def2-TZVPD RIJCOSX def2/J DEFGRID3
* xyz 1 1
H 0.508 3.169 -3.444
H 3.788 -0.567 3.213
H -0.996 -2.925 -3.381
H 1.873 -4.811 -0.828
C 2.879 -0.618 3.789
C -1.312 0.677 -4.195
H -0.105 -1.234 0.445
H -3.725 -2.387 2.354
H -2.714 4.083 -1.368
C 2.964 -0.968 5.123
C 1.205 1.597 -2.144
H 1.007 -0.560 -2.218
C 2.430 -0.004 1.026
H -5.918 1.207 1.590
C 3.482 0.814 -2.451
H 1.532 1.723 -5.836
S -1.828 -0.676 -1.807
H 1.502 -3.074 0.888
H -2.083 4.022 0.898
H 5.256 -2.192 -0.291
C 0.059 -2.029 -0.289
H 1.920 -1.312 6.966
H -2.762 0.508 -0.332
O -0.795 -2.144 2.712
C -3.768 -1.325 2.176
H 5.566 -0.304 -1.500
O 4.455 -1.667 -0.394
H 3.934 -1.199 5.536
O -6.941 -1.154 0.724
H -0.636 2.715 -2.179
C -1.318 -1.045 2.715
H -0.854 3.615 -0.106
C 3.579 0.390 -1.178
N -1.804 0.168 -0.413
C 1.839 -1.020 5.933
I 0.170 3.150 3.029
N -2.609 3.178 -0.906
C 0.458 -3.986 -2.204
N 1.400 0.129 1.906
C 1.602 0.593 -3.952
N 2.388 1.459 -3.021
C -3.825 1.428 1.963
C 1.165 -4.020 -1.011
C 0.605 -0.683 5.407
C -6.304 -1.522 1.687
C 4.814 -0.330 -0.705
C 1.641 -0.292 3.220
C 0.967 -3.044 -0.048
O -6.393 -2.327 2.592
H 0.611 -4.754 -2.946
C -2.611 -0.549 2.317
H -0.296 -0.693 6.000
H 4.298 0.667 -3.146
N -1.758 3.287 0.252
C -4.937 -0.690 1.856
C 0.903 1.288 -5.075
H -2.368 0.634 -4.415
C 0.528 -0.307 4.080
H 2.189 -0.241 -4.352
O -0.696 0.064 3.518
C -4.979 0.714 1.781
H 0.818 3.673 -1.782
H -0.904 1.743 -6.036
C 0.418 2.873 -2.405
H -3.535 2.875 -0.615
C 1.410 1.368 -0.692
C -0.802 0.176 -3.062
C -0.453 -2.973 -2.449
C 0.636 0.286 -2.797
N -2.606 0.847 2.138
O 0.379 1.575 0.094
H 3.250 -0.652 1.305
C 2.476 0.573 -0.237
H -3.827 2.511 1.954
W -0.593 1.042 1.493
H 5.229 0.169 0.185
C -0.432 1.290 -5.178
C -0.643 -2.000 -1.479
*
```

Summary:
E_HOMO (alpha / beta) = -0.3729 / -0.3732 hartree
LUMO energy (alpha / beta) = -4.9 / -4.9 eV

Number 1: electronic energy -47027.0015 eV. Number 2: electronic energy -80709.0645 eV. Number 3: electronic energy -106508.2102 eV. Number 4: electronic energy -52494.7088 eV. Number 5: electronic energy -85851.2923 eV. Number 6: electronic energy -76683.9085 eV.